Molecular formula: C51H51Cl2IN2O3S2Sb2V
Method: DFT, the ωB97M-V functional and the def2-TZVPD basis

ORCA input file:
```
! wB97M-V def2-TZVPD RIJCOSX def2/J DEFGRID3
* xyz 0 4
V -0.781 0.033 -0.999
C 1.920 -3.906 -0.760
C 0.986 -3.632 -1.907
N 0.761 -4.622 -2.747
C 0.006 -4.426 -3.851
C -0.494 -3.204 -4.208
C -1.269 -3.030 -5.488
O -2.644 -2.729 -5.280
C -0.274 -2.127 -3.325
C -0.471 -0.757 -3.782
N -0.428 0.292 -3.049
C -0.294 1.576 -3.699
C -0.790 1.845 -4.969
C -0.591 3.077 -5.565
C 0.108 4.076 -4.898
C 0.594 3.832 -3.624
C 0.399 2.589 -3.040
I 1.274 2.244 -1.172
C 0.386 -2.348 -2.102
O 0.535 -1.375 -1.240
H 2.888 -4.209 -1.159
H 2.061 -3.034 -0.132
H 1.538 -4.730 -0.154
H -0.157 -5.294 -4.483
H -0.788 -2.269 -6.113
H -1.249 -3.961 -6.049
H -2.758 -2.141 -4.520
H -0.518 -0.631 -4.860
H -1.380 1.101 -5.487
H -0.995 3.258 -6.555
H 0.281 5.037 -5.369
H 1.130 4.600 -3.080
C 0.167 -2.324 1.729
C -1.102 -1.830 2.468
C -2.124 -1.191 1.506
Sb -0.521 2.386 2.642
C -0.479 2.039 4.768
C -1.464 1.197 5.302
C -1.558 0.970 6.671
C -0.659 1.579 7.539
C 0.319 2.428 7.031
C 0.405 2.664 5.661
C 1.443 3.283 2.574
C 2.574 2.616 3.068
C 3.835 3.200 3.015
C 3.991 4.472 2.475
C 2.883 5.147 1.979
C 1.623 4.554 2.024
Sb 1.499 -0.574 1.676
C 2.448 -1.421 3.421
C 2.149 -0.953 4.703
C 2.694 -1.565 5.832
C 3.549 -2.647 5.689
C 3.868 -3.115 4.416
C 3.317 -2.513 3.292
C 3.360 -0.674 0.542
C 4.482 -0.283 1.288
C 5.713 -0.060 0.680
C 5.850 -0.213 -0.692
C 4.746 -0.581 -1.450
C 3.510 -0.792 -0.842
H -0.108 -2.704 0.749
H 0.690 -3.094 2.289
H -0.818 -1.118 3.252
H -1.621 -2.655 2.958
H -2.780 -0.496 2.022
H -2.746 -1.972 1.068
H -2.175 0.712 4.638
H -2.331 0.319 7.061
H -0.723 1.397 8.606
H 1.018 2.912 7.705
H 1.163 3.345 5.288
H 2.473 1.641 3.530
H 4.694 2.660 3.400
H 4.970 4.937 2.451
H 2.996 6.137 1.555
H 0.770 5.104 1.630
H 1.480 -0.105 4.837
H 2.450 -1.189 6.819
H 3.963 -3.131 6.566
H 4.550 -3.949 4.300
H 3.572 -2.891 2.307
H 4.401 -0.155 2.361
H 6.564 0.239 1.283
H 6.805 -0.031 -1.171
H 4.840 -0.702 -2.523
H 2.665 -1.047 -1.462
Cl -3.796 1.265 -3.766
C -3.382 2.864 -3.213
C -3.730 3.902 -4.062
C -3.424 5.205 -3.719
C -2.761 5.458 -2.536
C -2.433 4.409 -1.687
Cl -1.609 4.830 -0.213
C -2.731 3.064 -1.973
S -2.440 1.788 -0.774
H -4.248 3.680 -4.986
H -3.708 6.023 -4.372
H -2.498 6.469 -2.251
C -5.512 -0.714 -1.070
C -4.962 -2.113 -1.306
S -3.246 -2.145 -1.934
O -1.474 -0.533 0.417
C -2.871 -3.871 -1.545
C -3.627 -4.877 -2.405
H -6.464 -0.789 -0.538
H -5.690 -0.194 -2.007
H -4.828 -0.106 -0.478
H -5.580 -2.648 -2.025
H -4.940 -2.674 -0.370
H -3.074 -4.015 -0.482
H -1.795 -3.969 -1.703
H -4.703 -4.820 -2.233
H -3.304 -5.896 -2.165
H -3.435 -4.690 -3.463
*
```

## Properties
Calculated total energy in eV: -156416.050
Energy above the lowest of the compared OMol25 structures with the same formula, charge and spin in kcal/mol: 18.80
Molecular weight in g mol⁻¹: 1296.4
HOMO energy (alpha / beta) in hartree: -0.2373 / -0.2854
Strongest force on any atom in eV Å⁻¹: 3.33